# C5H6N2O

One molecule with the formula C5H6N2O at a distorted geometry (ωB97M-V/def2-TZVPD, the Open Molecules 2025 dataset).

Output
Kohn-Sham gap ... 9.33 eV
F_max ... 3.78 eV/Å
SMILES ... C#CN[C@@H](C)N=C=O

Each line ends with the Mulliken charge.
CARTESIAN COORDINATES (ANGSTROEM)
N: 0.613060 0.897380 -0.660213  -0.36
C: 1.662047 1.095382 -0.122302  0.66
C: 1.690016 -2.406368 -0.216322  -0.43
N: -0.405492 -1.091191 0.125563  -0.35
O: 2.652562 1.374835 0.428911  -0.47
H: -1.137000 0.190147 -1.322060  0.34
H: -1.348851 -1.511184 0.272876  0.26
C: 0.657771 -1.826830 -0.152907  -0.07
C: -1.430559 1.309647 0.421905  -1.14
C: -0.617563 0.330140 -0.458055  0.18
H: -1.749365 2.168535 -0.195679  0.33
H: -0.851677 1.718208 1.262252  0.32
H: -2.331859 0.735472 0.676521  0.32
H: 2.596909 -2.984169 -0.060485  0.39

Force components x, y, z for each atom (eV/Å):
2.3 0.8 -1.3
-0.6 0.0 0.8
2.3 -1.7 0.0
-3.2 2.0 0.2
0.2 -0.1 -0.4
-1.2 -0.2 -2.7
1.5 -0.1 -0.2
-1.1 0.8 0.5
-0.4 -0.9 -0.5
0.8 -0.8 3.4
0.2 -0.5 0.1
-0.4 -0.6 -0.1
0.0 0.6 0.6
-0.7 0.6 -0.4